{"formula": "C4H3CsLiMgO2", "method": "ωB97M-V with the def2-TZVPD basis set", "species": ["C", "O", "Mg", "Li", "H", "C", "C", "C", "O", "Cs", "H", "H"], "coordinates": [[-1.538, 0.594, -0.688], [-2.289, 1.300, 0.069], [1.678, 0.969, -1.001], [-2.778, 1.303, 1.759], [-0.002, 0.319, 0.520], [-0.489, -0.227, -0.299], [0.325, -1.381, -0.777], [1.669, -1.421, -0.523], [2.640, -0.717, -1.257], [0.687, 1.520, 3.430], [-2.017, -0.151, -1.442], [2.113, -2.108, 0.211]], "forces_ev_per_angstrom": [[-2.50, -5.05, -1.25], [0.56, 0.92, 0.10], [-0.08, -0.06, -0.37], [0.10, 0.10, -0.25], [0.38, -0.23, 0.96], [3.65, 0.06, 0.00], [-0.81, 3.19, 1.50], [1.70, -0.07, -2.01], [-2.49, -0.84, 2.08], [-0.07, -0.01, -0.04], [-0.36, 2.16, -0.34], [-0.09, -0.17, -0.38]], "nbo_charge": [0.19, -0.91, 0.91, 0.50, 0.10, -0.51, -0.20, 0.10, -0.94, 0.47, 0.12, 0.16], "multiplicity": 2, "e_tot_ha": -532.225652, "charge": 0}